Entry 1:
Computed, not measured: an isolated molecule of C16H27N3O3, with ωB97M-V/def2-TZVPD.

Summary:
LUMO ... 0.84 eV
F_max ... 3.6 eV/A
Net charge ... 0
Energy relative to the best compared isomer or geometry (same formula, charge and spin) ... 804.3 kJ/mol
Frontier orbital gap ... 8.982 eV
Spin multiplicity ... 1

Structure (XYZ):
```
49
Properties=species:S:1:pos:R:3:lowdin_charge:R:1
C -2.214 0.029 -1.983 0.02
C -1.232 0.566 -1.179 -0.37
O -1.635 1.408 -0.166 -0.04
C -0.566 2.015 0.677 -0.12
C 0.196 0.936 1.525 -0.18
C 0.715 1.490 2.839 -0.21
N 1.909 2.345 2.603 -0.17
C 3.172 1.570 2.618 -0.19
C 4.385 2.382 2.127 -0.20
C 4.629 3.533 3.003 -0.24
C 3.357 4.319 3.172 -0.22
C 1.952 3.680 3.274 -0.15
N -0.028 0.205 -1.593 0.16
O -0.283 -0.677 -2.681 -0.01
C -1.622 -0.757 -2.933 -0.23
C -2.401 -1.585 -3.877 -0.10
N -2.694 -2.927 -3.293 -0.17
C -1.543 -3.787 -3.288 -0.20
C -1.986 -5.263 -3.209 -0.16
O -3.023 -5.599 -2.235 -0.17
C -4.066 -4.585 -2.064 -0.15
C -3.513 -3.129 -2.052 -0.13
H -3.257 0.287 -1.823 0.13
H 0.215 2.581 0.118 0.13
H -1.150 2.552 1.462 0.13
H -0.459 0.011 1.691 0.14
H 1.097 0.546 0.944 0.11
H 1.011 0.598 3.376 0.10
H 0.010 2.032 3.424 0.10
H 3.034 0.724 1.929 0.11
H 3.230 1.058 3.638 0.14
H 5.202 1.721 2.146 0.09
H 4.181 2.704 1.065 0.14
H 4.973 3.239 4.075 0.14
H 5.479 4.169 2.746 0.11
H 3.478 4.857 4.097 0.09
H 3.315 5.131 2.453 0.10
H 1.298 4.447 2.829 0.12
H 1.971 3.546 4.378 0.12
H -1.884 -1.739 -4.824 0.12
H -3.489 -1.135 -4.021 0.17
H -0.916 -3.534 -2.424 0.12
H -0.834 -3.597 -4.062 0.12
H -1.098 -5.903 -3.105 0.12
H -2.412 -5.418 -4.208 0.11
H -4.568 -4.910 -2.927 0.09
H -4.776 -4.858 -1.228 0.14
H -4.265 -2.320 -1.930 0.12
H -2.893 -2.957 -1.108 0.13
```

***

Entry 2:
Computed, not measured: an isolated molecule of C5H6O2, with ωB97M-V/def2-TZVPD.

Summary:
LUMO ... 0.94 eV
F_max ... 7.1 eV/A
Net charge ... 0
Energy relative to the best compared isomer or geometry (same formula, charge and spin) ... 664.2 kJ/mol
Frontier orbital gap ... 9.594 eV
Spin multiplicity ... 1

Structure (XYZ):
```
13
Properties=species:S:1:pos:R:3:lowdin_charge:R:1
C -0.735 -0.990 0.784 -0.22
C 0.156 -0.201 1.382 -0.07
C 0.869 0.586 0.458 -0.34
O 1.189 1.800 -0.183 0.07
C -0.031 1.096 -0.596 -0.19
C -0.055 -0.196 -1.328 -0.14
O -0.989 -0.977 -0.502 -0.03
H -1.394 -1.494 1.552 0.15
H 0.346 -0.458 2.601 0.17
H 1.461 -0.073 -0.036 0.09
H -1.113 1.416 -0.301 0.20
H -0.766 -0.178 -2.147 0.12
H 1.061 -0.331 -1.683 0.18
```

***

Entry 3:
Computed, not measured: a cluster of 9 separate species, C36H60N6O6S3 in total, with ωB97M-V/def2-TZVPD.

Summary:
LUMO ... 0.05 eV
F_max ... 2.5 eV/A
Net charge ... 0
Energy relative to the best compared isomer or geometry (same formula, charge and spin) ... 0.0 kJ/mol
Frontier orbital gap ... 8.610 eV
Spin multiplicity ... 1

Structure (XYZ):
```
111
Properties=species:S:1:pos:R:3:lowdin_charge:R:1
O -3.094 -2.199 5.504 -0.34
S -3.993 -1.681 4.486 0.69
O -5.214 -0.997 4.873 -0.33
C -3.034 -0.747 3.239 -0.21
C -2.525 -1.834 2.292 -0.22
C -3.743 -2.754 2.054 -0.23
C -4.312 -3.130 3.410 -0.23
H -2.230 -0.198 3.716 0.08
H -3.787 -0.194 2.680 0.11
H -2.239 -1.402 1.333 0.08
H -1.685 -2.429 2.650 0.11
H -3.560 -3.673 1.498 0.11
H -4.563 -2.219 1.568 0.11
H -3.824 -3.941 3.954 0.10
H -5.357 -3.430 3.488 0.10
O 2.937 -1.639 6.511 -0.33
S 2.359 -0.665 5.608 0.69
O 1.904 0.624 6.078 -0.33
C 3.565 -0.462 4.269 -0.22
C 2.947 -1.087 3.027 -0.22
C 1.416 -0.989 3.157 -0.23
C 1.079 -1.447 4.567 -0.20
H 4.526 -0.851 4.591 0.10
H 3.724 0.603 4.090 0.10
H 3.186 -0.506 2.132 0.09
H 3.302 -2.103 2.839 0.10
H 0.832 -1.393 2.333 0.09
H 1.276 0.092 3.011 0.12
H 0.979 -2.517 4.723 0.11
H 0.117 -0.995 4.826 0.09
O 2.086 -6.775 1.271 -0.32
S 2.375 -5.364 1.363 0.69
O 2.254 -4.564 2.571 -0.34
C 4.035 -5.027 0.626 -0.20
C 3.814 -4.207 -0.631 -0.23
C 2.384 -4.445 -1.163 -0.20
C 1.478 -4.503 0.064 -0.24
H 4.266 -6.059 0.350 0.10
H 4.685 -4.542 1.344 0.10
H 3.873 -3.147 -0.356 0.11
H 4.634 -4.399 -1.321 0.11
H 2.406 -5.403 -1.686 0.12
H 2.130 -3.613 -1.818 0.10
H 0.537 -5.012 -0.136 0.11
H 1.282 -3.527 0.503 0.07
C 3.877 -2.066 -5.142 -0.11
C 4.501 -2.119 -3.877 -0.12
C 4.807 -0.836 -3.453 -0.13
N 4.533 -0.034 -4.536 0.00
C 3.857 -0.732 -5.482 -0.15
H 3.377 -2.816 -5.730 0.09
H 4.620 -3.048 -3.337 0.07
H 5.423 -0.530 -2.627 0.10
H 4.677 0.957 -4.593 0.15
H 3.429 -0.256 -6.350 0.11
C -0.821 2.318 -4.245 -0.12
C -1.826 2.619 -3.294 -0.12
C -2.981 2.032 -3.758 -0.15
N -2.684 1.293 -4.863 0.00
C -1.360 1.476 -5.187 -0.14
H 0.173 2.737 -4.265 0.09
H -1.852 3.103 -2.331 0.07
H -3.986 1.970 -3.372 0.11
H -3.333 0.771 -5.420 0.14
H -0.913 0.937 -6.005 0.10
C 2.676 0.081 -0.550 -0.09
C 1.520 -0.741 -0.357 -0.12
C 0.418 0.056 -0.290 -0.13
N 0.840 1.360 -0.423 0.03
C 2.190 1.370 -0.399 -0.15
H 3.655 -0.303 -0.770 0.07
H 1.508 -1.812 -0.469 0.06
H -0.645 -0.127 -0.345 0.09
H 0.297 2.197 -0.554 0.08
H 2.790 2.265 -0.462 0.10
C -3.989 -3.167 -3.782 -0.11
C -2.559 -2.644 -3.916 -0.26
C -1.891 -1.906 -2.755 -0.17
C -2.809 -1.226 -1.816 -0.24
N -3.498 -0.724 -1.044 0.16
H -4.215 -3.622 -4.748 0.07
H -4.698 -2.339 -3.694 0.07
H -4.211 -3.886 -2.997 0.08
H -2.443 -2.102 -4.856 0.10
H -1.957 -3.542 -4.091 0.10
H -1.060 -1.251 -2.998 0.11
H -1.550 -2.704 -2.082 0.12
C 1.020 7.631 0.599 -0.11
C -0.217 7.478 -0.254 -0.26
C -0.053 6.762 -1.607 -0.17
C 0.410 5.388 -1.486 -0.19
N 0.707 4.299 -1.287 0.19
H 0.769 8.127 1.534 0.08
H 1.851 8.134 0.100 0.08
H 1.460 6.657 0.845 0.07
H -0.504 8.506 -0.504 0.11
H -1.055 7.091 0.327 0.09
H 0.652 7.394 -2.151 0.12
H -0.984 6.800 -2.172 0.12
C -1.977 3.076 3.220 -0.10
C -2.213 3.516 1.777 -0.25
C -2.767 4.958 1.749 -0.19
C -4.159 4.999 2.193 -0.24
N -5.246 5.066 2.556 0.15
H -2.885 3.246 3.799 0.08
H -1.092 3.493 3.699 0.08
H -1.806 1.995 3.217 0.05
H -2.893 2.796 1.323 0.11
H -1.259 3.441 1.249 0.09
H -2.722 5.266 0.700 0.10
H -2.149 5.623 2.348 0.12
```

***

Entry 4:
Computed, not measured: a cluster of 2 separate species, C25H53BBrN6O8P in total, with ωB97M-V/def2-TZVPD.

Summary:
LUMO ... -1.66 eV
F_max ... 3.0 eV/A
Net charge ... 0
Frontier orbital gap ... 1.533 eV
Spin multiplicity ... 1

Structure (XYZ):
```
95
Properties=species:S:1:pos:R:3:lowdin_charge:R:1
C 5.043 -1.082 -5.087 -0.09
C 4.566 -2.381 -5.818 -0.10
B 3.492 -3.237 -5.043 -0.47
O 2.703 -4.145 -5.707 0.17
N 3.283 -3.050 -3.558 0.14
C 4.407 -3.433 -2.693 0.01
C 4.447 -4.956 -2.567 -0.53
O 5.258 -5.546 -3.183 0.15
O 3.571 -5.609 -1.824 0.13
C 2.198 -2.545 -3.064 -0.26
N 1.130 -2.120 -3.916 0.13
C 0.134 -1.578 -2.957 -0.42
P -0.987 -0.324 -3.759 0.59
O -0.149 0.182 -5.076 -0.35
Br -2.715 -1.608 -4.478 0.28
C 0.888 -1.194 -1.670 -0.44
C 1.775 0.076 -1.740 -0.10
C 2.365 0.482 -0.390 -0.17
C 3.751 1.164 -0.553 -0.16
C 3.678 2.663 -0.935 -0.24
O 2.387 3.112 -1.334 -0.08
O 0.297 -1.450 -0.455 -0.05
C -0.982 -0.828 -0.214 -0.13
C -0.951 0.574 0.373 -0.16
N -0.852 1.659 -0.643 -0.05
C -2.029 2.542 -0.614 -0.16
C -1.586 3.936 -1.109 -0.42
C -0.875 3.878 -2.462 -0.06
O -2.682 4.834 -1.224 -0.03
N 1.948 -2.304 -1.729 -0.03
N 1.607 -3.546 -1.155 0.13
H 6.131 -1.114 -5.019 0.08
H 4.627 -0.963 -4.082 0.05
H 4.756 -0.196 -5.653 0.07
H 5.417 -3.019 -6.071 0.12
H 4.070 -2.057 -6.738 0.11
H 1.965 -3.659 -6.111 0.13
H 4.431 -2.893 -1.745 0.15
H 5.319 -3.177 -3.232 0.13
H 3.807 -6.548 -1.909 0.15
H 1.540 -1.236 -4.266 0.13
H -0.583 -2.340 -2.622 0.10
H -0.643 0.862 -5.557 0.06
H 1.239 0.924 -2.177 0.09
H 2.628 -0.092 -2.415 0.11
H 2.506 -0.377 0.268 0.12
H 1.751 1.211 0.135 0.10
H 4.193 1.130 0.449 0.11
H 4.420 0.596 -1.208 0.10
H 4.375 2.885 -1.754 0.11
H 3.993 3.304 -0.110 0.11
H 2.329 3.091 -2.295 0.08
H -1.650 -0.810 -1.088 0.11
H -1.476 -1.459 0.526 0.14
H -1.905 0.691 0.905 0.10
H -0.189 0.673 1.150 0.12
H -0.907 1.189 -1.539 0.01
H -2.743 2.185 -1.375 0.13
H -2.479 2.625 0.376 0.11
H -0.860 4.296 -0.373 0.14
H -0.131 3.084 -2.532 0.04
H -0.406 4.847 -2.653 0.09
H -1.577 3.721 -3.296 0.08
H -2.901 4.886 -2.160 0.07
H 1.809 -3.578 -0.167 0.11
H 0.663 -3.845 -1.372 0.11
C -5.389 1.848 4.538 -0.04
C -3.868 1.654 4.391 -0.53
C -3.160 2.324 5.578 -0.16
C -3.324 1.605 6.917 -0.18
C -3.531 0.092 6.765 -0.15
C -3.007 -0.500 5.445 -0.55
N -3.647 0.199 4.341 -0.21
O -3.265 -0.272 3.106 -0.29
C -3.457 -1.962 5.415 -0.06
C -1.470 -0.470 5.432 -0.04
C -3.427 2.393 3.143 -0.08
H -5.914 1.409 3.688 0.08
H -5.656 2.912 4.582 0.07
H -5.771 1.374 5.443 0.07
H -2.091 2.403 5.359 0.10
H -3.507 3.358 5.681 0.11
H -2.439 1.799 7.530 0.10
H -4.165 2.028 7.472 0.10
H -3.074 -0.420 7.617 0.11
H -4.601 -0.121 6.841 0.10
H -4.545 -2.031 5.370 0.08
H -3.125 -2.487 6.318 0.07
H -3.047 -2.492 4.555 0.07
H -1.071 -1.028 6.286 0.07
H -1.066 0.543 5.491 0.07
H -1.076 -0.934 4.528 0.06
H -3.658 3.460 3.213 0.08
H -3.935 2.016 2.255 0.07
H -2.348 2.300 2.991 0.07
```

***

Entry 5:
Computed, not measured: an isolated molecule of C22H20ClN5O2, with ωB97M-V/def2-TZVPD.

Summary:
LUMO ... 0.14 eV
F_max ... 5.9 eV/A
Net charge ... 0
Energy relative to the best compared isomer or geometry (same formula, charge and spin) ... 9.4 kJ/mol
Frontier orbital gap ... 8.219 eV
Spin multiplicity ... 1

Structure (XYZ):
```
50
Properties=species:S:1:pos:R:3:lowdin_charge:R:1
C -0.705 4.903 -1.914 -0.08
C 0.122 3.653 -2.316 -0.11
N 0.820 2.856 -1.214 0.07
C 0.105 2.108 -0.292 -0.34
O -1.075 2.500 0.000 0.04
C 0.657 0.860 0.144 -0.17
C -0.249 -0.174 0.724 -0.19
C -1.252 -0.649 -0.088 0.01
C -1.837 -1.917 0.271 0.07
C -1.565 -2.601 1.534 -0.26
N -2.192 -3.808 1.759 0.04
C -1.321 -4.942 1.623 -0.04
C -1.772 -6.207 1.889 -0.07
C -3.178 -6.363 2.292 0.00
C -4.114 -5.341 2.165 -0.21
C -5.578 -5.517 2.321 -0.05
C -3.608 -4.006 1.919 -0.36
O -4.274 -3.002 2.153 0.06
C -0.666 -2.036 2.328 -0.05
C 0.058 -0.872 1.978 -0.58
Cl 1.386 -0.305 2.863 0.75
C 1.907 0.541 -0.181 0.03
C 2.818 1.551 -0.778 -0.12
C 4.199 1.314 -0.916 -0.04
N 4.930 2.350 -1.354 0.12
C 4.229 3.428 -1.830 -0.41
N 4.933 4.478 -2.250 -0.01
C 4.668 5.855 -2.630 -0.07
N 2.926 3.622 -1.750 0.20
C 2.172 2.665 -1.251 -0.25
H -0.175 5.754 -1.471 0.08
H -1.108 5.476 -2.793 0.09
H -1.558 4.664 -1.418 0.02
H -0.545 2.895 -2.810 0.14
H 0.865 3.998 -3.035 0.10
H -1.374 -0.146 -1.083 0.14
H -2.559 -2.363 -0.335 0.09
H -0.215 -4.788 1.538 0.14
H -0.962 -6.979 1.909 0.11
H -3.430 -7.345 2.598 0.09
H -6.042 -5.740 1.314 0.11
H -5.799 -6.344 3.028 0.09
H -5.991 -4.614 2.833 0.09
H -0.566 -2.324 3.378 0.13
H 2.243 -0.529 -0.013 0.15
H 4.725 0.465 -0.584 0.11
H 5.913 4.335 -2.002 0.14
H 4.737 6.395 -1.722 0.06
H 3.774 6.052 -3.281 0.10
H 5.523 6.191 -3.247 0.08
```

***

Entry 6:
Computed, not measured: a structure of composition C34H50CuN3OP2S, with ωB97M-V/def2-TZVPD.

Summary:
LUMO (alpha / beta) ... -2.43 / -3.99 eV
F_max ... 6.3 eV/A
Expectation value of S² ... 0.764
Net charge ... +1
Frontier orbital gap (alpha / beta) ... 7.794 / 5.745 eV
Spin multiplicity ... 2

Structure (XYZ):
```
92
Properties=species:S:1:pos:R:3:mulliken_spin:R:1
C -1.994 -1.762 -0.593 0.01
C 0.125 -1.483 -1.523 -0.01
C -2.313 -2.775 -1.508 0.00
C -0.157 -2.414 -2.522 0.01
C -1.399 -3.064 -2.518 0.00
H -3.273 -3.280 -1.406 0.00
H 0.602 -2.624 -3.280 0.00
H -1.644 -3.775 -3.307 0.00
N -0.765 -1.224 -0.547 0.07
P -2.537 0.455 0.991 0.04
P 2.258 -0.565 0.164 0.03
C -3.019 -1.224 0.387 0.00
H -4.011 -1.223 -0.088 0.00
H -3.082 -1.907 1.249 0.00
C 0.045 1.606 2.022 0.04
O 0.277 2.524 2.687 0.01
C 1.361 -0.604 -1.525 0.02
H 2.064 -0.904 -2.309 0.00
C 3.721 0.634 -0.164 0.00
C 2.963 -2.297 0.426 -0.01
C -3.265 1.572 -0.368 0.01
C -3.433 0.665 2.652 0.01
C 3.268 1.993 0.398 0.00
H 2.992 1.906 1.460 0.00
H 4.101 2.708 0.306 0.00
H 2.399 2.395 -0.140 0.00
C 4.979 0.215 0.611 0.00
H 4.784 0.128 1.687 0.00
H 5.422 -0.714 0.234 0.00
H 5.731 1.007 0.473 0.00
C 4.083 0.795 -1.648 0.00
H 4.996 1.411 -1.703 0.00
H 4.306 -0.154 -2.152 0.00
H 3.305 1.324 -2.211 0.00
C 3.524 -2.326 1.873 0.00
H 3.065 -1.562 2.516 0.00
H 3.299 -3.299 2.331 0.00
H 4.611 -2.191 1.899 0.00
C 1.839 -3.348 0.345 0.00
H 1.005 -3.110 1.017 0.00
H 1.463 -3.473 -0.681 0.00
H 2.269 -4.313 0.664 0.00
C 4.031 -2.634 -0.637 0.00
H 4.144 -1.887 -1.431 0.00
H 5.009 -2.785 -0.167 0.00
H 3.765 -3.581 -1.128 0.00
C -3.214 2.101 3.166 0.00
H -3.475 2.127 4.235 0.00
H -2.170 2.429 3.073 0.00
H -3.862 2.829 2.662 0.00
C -2.842 -0.294 3.701 0.00
H -3.004 -1.349 3.447 0.00
H -1.772 -0.134 3.870 0.00
H -3.369 -0.095 4.649 0.00
C -4.931 0.349 2.515 0.00
H -5.305 0.012 3.492 0.00
H -5.516 1.236 2.246 0.00
H -5.146 -0.451 1.793 0.00
C -2.621 1.300 -1.748 0.01
H -3.348 1.562 -2.538 0.00
H -1.738 1.936 -1.896 0.00
H -2.317 0.256 -1.899 0.00
C -2.956 3.033 -0.009 0.00
H -1.874 3.197 0.108 0.00
H -3.315 3.670 -0.831 0.00
H -3.467 3.366 0.899 0.00
C -4.774 1.331 -0.484 0.00
H -5.014 0.284 -0.702 0.00
H -5.318 1.648 0.408 0.00
H -5.153 1.931 -1.321 0.00
Cu -0.251 0.446 0.717 0.37
N 0.309 1.552 -0.830 0.50
C 0.838 0.869 -1.753 -0.17
C 0.950 1.463 -3.151 0.04
C 0.857 2.855 -3.240 0.02
C 1.100 0.681 -4.308 -0.01
C 1.019 3.487 -4.476 0.01
H 0.658 3.427 -2.329 0.00
C 1.213 1.310 -5.553 0.01
H 1.102 -0.411 -4.235 0.00
C 1.197 2.710 -5.632 -0.01
H 0.990 4.572 -4.537 0.00
H 1.300 0.700 -6.458 0.00
H 1.303 3.190 -6.604 0.00
S -0.323 -3.148 4.221 0.00
C 0.725 -1.943 4.918 0.00
C 0.953 -0.932 4.000 0.00
N 0.303 -1.084 2.793 -0.01
C -0.392 -2.222 2.773 0.00
H 1.128 -1.983 5.923 0.00
H 1.593 -0.072 4.158 0.00
H -0.983 -2.576 1.930 0.00
```